No. 1
{"formula": "C17H41BeCl2N2O3SSi", "method": "wB97M-V/def2-TZVPD", "orbital_gap_ev": 8.75, "homo_ev": -11.34, "total_energy_ev": -71579.4477, "e_lumo_ev": -2.587, "charge": 1, "e_above_lowest_kcal_mol": 28.1, "elements": ["Be", "N", "C", "C", "C", "C", "N", "H", "H", "H", "H", "H", "H", "H", "H", "H", "H", "H", "H", "C", "C", "C", "C", "O", "Si", "S", "O", "C", "C", "C", "C", "O", "C", "C", "C", "C", "H", "H", "H", "H", "H", "H", "H", "H", "H", "H", "H", "H", "H", "H", "H", "H", "H", "H", "H", "H", "H", "H", "H", "H", "H", "H", "H", "Cl", "C", "Cl", "H", "H"], "xyz": [[-0.32673, -0.22826, -0.05176], [-0.30015, -0.07488, 1.74208], [0.97585, 0.21737, 2.45595], [1.55932, 1.58469, 2.09332], [2.59277, 1.58764, 0.96239], [2.02149, 1.55068, -0.44541], [1.24336, 0.30901, -0.69709], [-0.99464, 0.58976, 2.08143], [-0.63266, -0.98430, 2.06417], [1.67869, -0.58149, 2.21541], [0.78684, 0.17728, 3.52848], [2.04720, 1.97748, 2.98516], [0.74351, 2.27430, 1.85063], [3.28656, 0.75130, 1.09685], [3.18766, 2.49860, 1.04052], [2.84441, 1.60921, -1.15910], [1.37099, 2.40551, -0.60907], [1.82831, -0.48815, -0.43569], [1.14021, 0.18474, -1.70447], [0.48046, -5.42181, -1.63546], [-0.58075, -5.37331, -2.72921], [-1.46871, -6.61271, -2.65944], [0.07679, -5.26175, -4.10018], [-1.42626, -4.21641, -2.59946], [-1.99784, -3.35850, -1.36270], [-0.41764, -2.08516, -0.65819], [-3.17166, -2.36497, -1.87941], [-4.27895, -2.68317, -2.76095], [-3.80875, -2.55900, -4.20944], [-5.35524, -1.64793, -2.46260], [-4.81890, -4.08718, -2.49614], [-2.41755, -4.38853, -0.18926], [-2.90659, -4.28990, 1.15099], [-1.70904, -4.28103, 2.10092], [-3.74615, -3.02859, 1.34053], [-3.76592, -5.52744, 1.38262], [1.13628, -6.27582, -1.80311], [0.01512, -5.51998, -0.65245], [1.07752, -4.51010, -1.64277], [-0.86362, -7.51634, -2.73762], [-2.18888, -6.60325, -3.47909], [-2.01072, -6.62816, -1.71290], [0.71997, -6.12401, -4.27780], [0.67675, -4.35252, -4.15582], [-0.68535, -5.22386, -4.87900], [-3.51596, -1.52916, -4.42092], [-4.60676, -2.84517, -4.89489], [-2.94750, -3.20341, -4.37140], [-4.98449, -0.64525, -2.67935], [-5.64799, -1.69492, -1.41259], [-6.23404, -1.83732, -3.07944], [-4.04992, -4.83980, -2.68016], [-5.66551, -4.28818, -3.15169], [-5.15553, -4.18357, -1.46275], [-1.00312, -3.50961, 1.79004], [-1.19418, -5.24207, 2.06881], [-2.03101, -4.09115, 3.12584], [-3.17056, -2.13449, 1.08630], [-4.07711, -2.95858, 2.37667], [-4.62869, -3.05484, 0.70055], [-3.17467, -6.43094, 1.23205], [-4.59806, -5.53801, 0.67777], [-4.16665, -5.53413, 2.39710], [-0.80859, 3.94889, -1.50259], [-2.04356, 2.69430, -1.56721], [-1.82360, 1.44654, -0.30676], [-2.01396, 2.20631, -2.53364], [-3.00531, 3.15106, -1.37017]], "atomic_forces_ev_per_a": [[0.872, -0.088, 0.421], [-0.326, 0.012, -0.140], [0.118, 0.147, -0.073], [0.063, -0.122, -0.082], [-0.184, 0.013, -0.036], [0.090, 0.041, 0.258], [-0.048, -0.112, -0.129], [0.023, 0.001, 0.012], [-0.025, -0.041, -0.151], [-0.016, -0.025, 0.023], [-0.026, -0.076, -0.014], [-0.052, 0.023, 0.017], [0.022, 0.066, 0.076], [0.034, 0.026, 0.024], [0.036, -0.022, -0.024], [-0.066, 0.001, -0.054], [-0.099, 0.043, -0.045], [-0.041, -0.021, -0.069], [-0.082, -0.029, 0.033], [-0.164, 0.179, 0.018], [0.059, -0.341, -0.106], [0.003, 0.155, -0.001], [-0.087, 0.050, 0.127], [0.044, 0.029, -0.128], [0.211, 0.417, 0.148], [0.052, -0.084, -0.103], [-0.196, -0.052, -0.112], [-0.232, 0.069, -0.149], [0.097, 0.048, 0.247], [0.071, -0.071, 0.026], [0.193, 0.068, 0.131], [-0.101, -0.229, -0.005], [-0.063, 0.016, 0.279], [-0.041, -0.028, -0.138], [0.034, -0.054, -0.126], [0.033, 0.077, -0.052], [0.003, -0.004, 0.035], [0.024, -0.036, -0.001], [0.058, 0.000, -0.021], [-0.017, -0.017, -0.005], [-0.012, -0.020, 0.014], [0.009, -0.036, 0.005], [0.004, 0.011, -0.032], [0.021, -0.015, -0.006], [0.013, -0.003, -0.012], [0.004, -0.007, -0.017], [-0.004, 0.019, 0.001], [0.016, -0.068, -0.073], [-0.004, 0.013, 0.011], [-0.012, -0.004, -0.008], [-0.016, 0.044, 0.000], [-0.036, -0.021, -0.026], [0.004, -0.004, -0.023], [-0.004, 0.002, 0.011], [0.022, 0.028, 0.041], [0.022, 0.021, 0.000], [-0.007, -0.043, 0.004], [0.010, 0.011, 0.023], [-0.006, 0.021, 0.015], [0.010, 0.034, -0.028], [0.003, 0.011, 0.005], [-0.014, -0.017, 0.014], [0.011, -0.004, 0.005], [-0.109, -0.200, 0.021], [0.259, 0.377, -0.429], [-0.397, 0.008, 0.284], [-0.007, -0.065, 0.029], [-0.053, -0.118, 0.063]], "lowdin_charge": [-0.26, -0.03, -0.19, -0.17, -0.18, -0.20, -0.02, 0.09, 0.09, 0.13, 0.12, 0.12, 0.12, 0.12, 0.12, 0.13, 0.07, 0.10, 0.11, -0.04, -0.63, -0.02, -0.02, -0.14, -0.10, 0.58, -0.15, -0.62, -0.02, -0.03, -0.02, -0.14, -0.64, -0.03, -0.03, -0.02, 0.09, 0.08, 0.06, 0.09, 0.09, 0.08, 0.09, 0.09, 0.09, 0.09, 0.09, 0.08, 0.08, 0.08, 0.09, 0.08, 0.10, 0.08, 0.04, 0.09, 0.09, 0.07, 0.09, 0.08, 0.09, 0.08, 0.09, 0.59, -0.89, 0.73, 0.05, 0.04]}

---

No. 2
{"formula": "C3H5NO", "method": "wB97M-V/def2-TZVPD", "orbital_gap_ev": 11.11, "homo_ev": -9.98, "total_energy_ev": -6727.9248, "e_lumo_ev": 1.129, "smiles": "O=CN1CC1", "e_above_lowest_kcal_mol": 38.0, "elements": ["O", "C", "N", "C", "C", "H", "H", "H", "H", "H"], "xyz": [[-1.81816, -0.17544, -1.04796], [-1.48173, 0.37118, -0.02818], [-0.24432, 0.20922, 0.63185], [0.67931, -0.87874, 0.33838], [0.92337, 0.47253, -0.21353], [-2.06200, 1.14000, 0.52143], [1.25018, -1.22898, 1.19813], [0.32426, -1.64994, -0.34478], [0.85593, 0.53452, -1.30363], [1.57316, 1.20567, 0.24828]], "atomic_forces_ev_per_a": [[-0.099, 0.205, 0.690], [0.144, -0.252, -0.530], [-0.191, 0.237, 0.392], [0.009, -0.137, 0.000], [0.605, 0.036, -0.250], [-0.225, -0.270, -0.429], [-0.287, 0.106, -0.140], [0.189, 0.231, -0.020], [-0.520, 0.189, 0.368], [0.373, -0.346, -0.080]], "lowdin_charge": [0.07, -0.30, -0.08, -0.12, -0.13, 0.13, 0.11, 0.11, 0.12, 0.10]}

---

No. 3
{"formula": "C20H13F7NO5", "method": "wB97M-V/def2-TZVPD", "orbital_gap_ev": 6.58, "homo_ev": -12.57, "total_energy_ev": -51679.2817, "e_lumo_ev": -5.994, "charge": 1, "elements": ["O", "N", "C", "C", "C", "C", "F", "F", "C", "F", "F", "C", "F", "F", "F", "C", "C", "H", "H", "H", "H", "H", "C", "C", "C", "O", "C", "C", "C", "O", "H", "H", "H", "H", "C", "C", "C", "O", "C", "C", "C", "O", "H", "H", "H", "H"], "xyz": [[3.03720, -0.16610, -2.79286], [1.86148, 0.46790, -2.98519], [1.45271, 1.50212, -1.93488], [-0.00007, 2.28553, -2.07543], [-0.97676, 1.92091, -3.38255], [-2.39020, 2.74437, -3.47277], [-2.35097, 3.91563, -2.53193], [-2.55646, 3.33415, -4.85011], [-3.73292, 1.87547, -3.12125], [-4.60493, 2.75842, -2.27296], [-4.46104, 1.60705, -4.38510], [-3.47159, 0.47557, -2.31093], [-4.83559, -0.01119, -1.87930], [-2.95562, -0.62070, -3.21369], [-2.68691, 0.61451, -1.05643], [-0.42589, 0.81268, -4.47495], [1.04146, 0.10207, -4.20735], [2.82653, -0.85071, -2.06398], [2.12331, 1.78009, -1.01546], [-0.28487, 3.08600, -1.25704], [-1.13151, 0.57584, -5.38909], [1.37681, -0.71603, -5.00967], [4.53881, 0.79201, 2.40086], [4.18877, 0.34671, 1.19028], [3.28899, -0.81272, 1.03118], [2.96968, -1.22221, -0.07647], [2.79001, -1.45962, 2.26095], [3.14005, -1.01431, 3.47153], [4.03983, 0.14512, 3.63063], [4.35914, 0.55461, 4.73828], [5.19838, 1.64064, 2.53520], [4.54574, 0.81082, 0.27869], [2.13044, -2.30824, 2.12661], [2.78308, -1.47842, 4.38312], [-2.35149, -1.99843, 1.85585], [-1.21598, -1.30513, 1.98347], [-0.51674, -1.21230, 3.28026], [0.52156, -0.57631, 3.39844], [-1.11969, -1.91623, 4.42949], [-2.25520, -2.60953, 4.30186], [-2.95445, -2.70236, 3.00508], [-3.99274, -3.33835, 2.88690], [-2.87740, -2.07601, 0.91211], [-0.76070, -0.78393, 1.14988], [-0.59378, -1.83865, 5.37323], [-2.71048, -3.13073, 5.13546]], "atomic_forces_ev_per_a": [[-0.667, -1.170, 0.911], [-4.649, 2.517, -0.541], [-3.971, 0.460, -2.720], [1.599, -3.091, -3.026], [4.165, -1.189, 1.063], [0.398, 2.552, -1.011], [0.165, -3.866, -2.913], [0.651, -2.038, 4.419], [-2.531, 1.785, -0.595], [2.834, -3.289, -2.764], [2.463, 0.514, 4.343], [-2.536, -3.141, 1.498], [4.978, 1.719, -1.490], [-1.276, 4.119, 3.344], [-2.331, -0.451, -4.768], [1.712, 1.645, 3.836], [-2.898, 2.512, 1.313], [0.848, 1.012, -0.627], [-1.027, -1.072, -2.236], [0.579, -1.873, -1.958], [1.920, 0.299, 1.956], [-0.259, 2.002, 2.381], [0.070, 0.157, -0.565], [0.084, 0.226, 0.218], [0.029, -0.078, 0.441], [-0.282, 0.070, -0.451], [0.384, -0.071, 0.118], [0.089, -0.441, -0.344], [0.174, 0.209, 1.220], [-0.250, -0.308, -1.047], [-0.007, -0.023, 0.027], [0.070, -0.023, -0.008], [0.054, 0.048, -0.034], [0.043, 0.094, -0.071], [0.386, 0.315, -0.280], [-0.349, -0.180, -0.194], [0.342, 0.294, 0.218], [-0.947, -0.073, -0.077], [-0.266, -0.250, 0.112], [0.370, 0.151, 0.277], [-1.016, -0.645, 0.013], [0.886, 0.555, 0.038], [-0.031, -0.024, 0.038], [0.014, 0.006, 0.019], [-0.001, 0.026, -0.027], [-0.014, 0.013, -0.056]], "lowdin_charge": [0.02, -0.15, 0.13, 0.11, 0.01, -0.16, 0.01, 0.02, -0.11, 0.05, 0.06, -0.12, 0.04, 0.03, 0.04, 0.10, 0.13, 0.14, 0.15, 0.14, 0.14, 0.17, 0.04, 0.01, -0.37, 0.05, 0.00, 0.02, -0.36, 0.13, 0.13, 0.12, 0.13, 0.13, 0.03, 0.02, -0.37, 0.07, 0.03, 0.03, -0.37, 0.12, 0.12, 0.11, 0.13, 0.13]}

---

No. 4
{"formula": "C12H17N", "method": "wB97M-V/def2-TZVPD", "orbital_gap_ev": 8.56, "homo_ev": -7.64, "total_energy_ev": -14206.7540, "e_lumo_ev": 0.924, "smiles": "Cc1c[nH]c2ccccc12.CCC", "e_above_lowest_kcal_mol": 82.6, "elements": ["C", "C", "C", "N", "C", "C", "C", "C", "C", "C", "H", "H", "H", "H", "H", "H", "H", "H", "H", "C", "C", "C", "H", "H", "H", "H", "H", "H", "H", "H"], "xyz": [[2.71325, -0.12668, 1.91176], [1.87515, 1.02492, 1.58528], [1.84488, 2.22863, 2.29807], [1.02758, 3.11911, 1.59890], [0.48526, 2.55866, 0.41996], [-0.49856, 3.03069, -0.43163], [-0.72374, 2.12599, -1.46024], [-0.31524, 0.82780, -1.48198], [0.74411, 0.38399, -0.62168], [1.17323, 1.27080, 0.33098], [2.34945, -0.96584, 1.38656], [2.85022, -0.27849, 2.96219], [3.74781, 0.07587, 1.68422], [1.94701, 2.39098, 3.42054], [0.67192, 3.88714, 2.03730], [-1.25932, 3.76506, -0.06990], [-1.26816, 2.42155, -2.35091], [-0.81998, 0.35892, -2.30772], [1.02160, -0.72782, -0.49816], [-0.93235, -2.34394, -2.07783], [-1.20785, -2.75795, -0.60464], [-2.62845, -2.47595, 0.00450], [-0.60594, -1.28852, -2.42869], [-1.70483, -2.57009, -2.78870], [0.03420, -2.69552, -2.55964], [-1.21197, -3.85994, -0.64032], [-0.45173, -2.34089, 0.00504], [-2.50201, -1.63530, 0.50285], [-3.51510, -2.41863, -0.65719], [-2.84044, -2.98457, 0.83114]], "atomic_forces_ev_per_a": [[0.795, 0.612, 0.288], [0.598, 3.066, 0.192], [-1.885, -1.408, 0.134], [0.315, -2.164, -1.423], [2.329, -0.207, 2.234], [-0.017, -0.499, 1.188], [-1.246, 1.461, -0.554], [2.297, -0.205, -0.015], [-1.774, -2.254, -0.684], [-1.138, 0.822, 0.940], [-0.057, -1.351, -0.271], [-0.791, -0.443, 0.874], [0.452, -0.081, -0.971], [0.478, -0.114, -1.866], [-1.116, 2.368, 1.079], [1.173, -0.044, -0.965], [-0.722, 0.166, 0.427], [0.663, -0.843, 0.147], [-0.329, 1.897, -0.641], [2.177, 1.866, -1.701], [-2.000, -1.389, -1.995], [1.093, -0.043, -4.857], [-1.383, -1.264, 1.720], [-0.601, -0.518, -0.083], [-0.993, -1.081, 1.080], [0.904, 0.287, 0.225], [0.725, 0.047, 0.920], [0.071, 5.087, 1.520], [0.793, -0.132, 0.137], [-0.812, -3.638, 2.923]], "lowdin_charge": [-0.06, -0.23, -0.04, 0.05, -0.17, -0.03, -0.14, -0.11, -0.01, -0.14, 0.06, 0.07, 0.08, 0.14, 0.10, 0.13, 0.10, 0.07, 0.12, -0.14, -0.24, -0.08, 0.04, 0.05, 0.08, 0.10, 0.06, 0.01, 0.10, 0.02]}

---

No. 5
{"formula": "H12O6", "method": "wB97M-V/def2-TZVPD", "orbital_gap_ev": 10.22, "homo_ev": -10.37, "total_energy_ev": -12479.4972, "e_lumo_ev": -0.143, "smiles": "O.O.O.O.O.O", "e_above_lowest_kcal_mol": 37.3, "elements": ["O", "H", "H", "O", "H", "H", "O", "H", "H", "O", "H", "H", "O", "H", "H", "O", "H", "H"], "xyz": [[-2.28283, -1.85156, 0.48556], [-1.58683, -1.22356, 0.13256], [-1.82183, -2.63956, 0.79156], [0.97417, -1.50856, 2.14856], [0.48517, -0.74456, 2.30856], [1.87417, -1.27256, 1.91956], [-1.53783, 1.95244, 0.23556], [-1.51183, 2.06344, -0.67844], [-2.49583, 2.08244, 0.50756], [1.39117, 1.60144, -0.04444], [1.76817, 1.44944, 0.83056], [0.96817, 2.46244, 0.07456], [0.11817, -0.74256, -0.53544], [0.34817, -1.14556, 0.28456], [0.42617, 0.17344, -0.44344], [1.12917, -0.47456, -2.90944], [0.84017, 0.41144, -3.16044], [0.91417, -0.59356, -1.94744]], "atomic_forces_ev_per_a": [[0.666, 0.981, -0.256], [-1.006, -1.174, 0.347], [0.099, 0.160, -0.127], [0.972, -2.303, -0.621], [-1.140, 2.152, 0.614], [0.146, 0.190, 0.110], [-1.704, 0.076, 3.093], [-0.153, 0.219, -2.468], [1.831, -0.283, -0.625], [0.216, 0.494, 0.380], [0.136, -0.120, -0.123], [-0.194, -0.116, -0.189], [-0.593, 0.488, -0.677], [0.567, -0.853, 1.135], [-0.132, 0.283, 0.325], [0.104, 0.170, 0.296], [0.088, -0.253, 0.153], [0.096, -0.115, -1.368]], "lowdin_charge": [-0.09, 0.01, 0.03, 0.00, 0.01, 0.06, -0.05, 0.00, 0.09, -0.03, 0.06, 0.06, -0.06, 0.00, 0.01, -0.09, 0.02, -0.02]}

---

Q: Which formula does entry 3 have?
A: C20H13F7NO5